<1>
The following is a DFT calculation (ωB97M-V/def2-TZVPD) of 3 unconnected molecules or ions with the total composition C3H11NO3.

HOMO energy = -9.1120 eV
Multiplicity = 1
Kohn-Sham gap = 0.3542 Eh

Geometry as XYZ:
```
18
Properties=species:S:1:pos:R:3:lowdin_charge:R:1
C 2.94012 -0.02581 2.21675 -0.087
N 1.92783 -0.99879 2.35506 -0.215
C 2.30686 -2.38243 2.43253 -0.088
C 0.55621 -0.77480 2.35968 -0.313
O 0.12855 0.35190 2.27612 0.010
H 3.79415 -0.45243 1.54406 0.122
H 3.47335 0.31603 3.12648 0.083
H 2.50049 1.00718 2.04663 0.106
H 1.52378 -3.04952 2.89021 0.112
H 3.28731 -2.50714 2.77893 0.059
H 2.68081 -2.73635 1.49441 0.073
H -0.14711 -1.62737 2.44390 0.137
O -2.27037 1.82875 -5.87951 -0.084
H -3.20180 1.53138 -5.91956 0.036
H -2.18087 1.93688 -4.90070 0.048
O -6.02734 2.47672 -4.06464 -0.080
H -5.08565 2.75310 -4.08698 0.036
H -6.20631 2.35269 -3.11336 0.043
```

<2>
The following is a DFT calculation (ωB97M-V/def2-TZVPD) of 2 unconnected molecules or ions with the total composition C3H11NO3.

HOMO energy = -9.6110 eV
Multiplicity = 1
Kohn-Sham gap = 0.3759 Eh

Geometry as XYZ:
```
18
Properties=species:S:1:pos:R:3:lowdin_charge:R:1
O -1.17818 -0.78746 -0.39206 -0.109
C -1.36311 0.60190 -0.07192 -0.196
C -0.33990 0.94283 1.06994 -0.177
N 0.99153 0.28135 0.78665 -0.053
C 1.42309 -0.61387 1.92592 -0.219
O 0.68061 -1.92974 2.12077 -0.131
H -1.67096 -1.38383 0.16047 0.079
H -2.43583 0.70322 0.15578 0.126
H -0.99018 1.03508 -0.96157 0.094
H -0.76726 0.40071 1.96322 0.118
H -0.40345 1.94741 1.33085 0.078
H 0.86510 -0.36760 0.01030 0.077
H 1.31814 0.03388 2.84437 0.130
H 2.39352 -0.94117 1.64511 0.090
H 0.55645 -2.10247 1.11826 0.095
O 0.40181 0.37800 -4.78151 -0.060
H -0.20769 1.07187 -4.99821 0.015
H 0.72627 0.72988 -3.92634 0.044
```

What should be chosen as the least stable of them? Choose <2>.

<1>
The following is a DFT calculation (ωB97M-V/def2-TZVPD) of 3 unconnected molecules or ions with the total composition C3H11NO3.

HOMO energy = -9.8539 eV
Multiplicity = 1
Kohn-Sham gap = 0.3847 Eh

Geometry as XYZ:
```
18
Properties=species:S:1:pos:R:3:lowdin_charge:R:1
C 0.71714 -1.03556 -1.61211 -0.128
N 0.55567 -0.36069 -0.34557 -0.174
C -0.40186 0.73309 -0.28899 -0.204
C -0.34055 1.54838 0.94111 -0.246
O -1.22076 2.36700 1.21087 0.021
H 1.22733 -0.45866 -2.43061 0.096
H -0.26538 -1.30125 -2.04403 0.080
H 1.41469 -1.91856 -1.46789 0.104
H 0.24128 -1.02260 0.36223 0.126
H -0.35458 1.40112 -1.14947 0.141
H -1.47865 0.30542 -0.27565 0.149
H 0.50781 1.45537 1.69881 0.144
O 2.94566 0.97922 -0.20503 -0.106
H 3.58647 0.41147 0.25862 0.037
H 2.04519 0.58947 -0.12805 -0.033
O -2.94326 -1.48704 1.65049 -0.018
H -3.67379 -1.61199 2.15316 -0.025
H -2.56240 -0.59419 1.67211 0.034
```

<2>
The following is a DFT calculation (ωB97M-V/def2-TZVPD) of 3 unconnected molecules or ions with the total composition C3H11NO3.

HOMO energy = -9.4567 eV
Multiplicity = 1
Kohn-Sham gap = 0.3776 Eh

Geometry as XYZ:
```
18
Properties=species:S:1:pos:R:3:lowdin_charge:R:1
C -1.33072 0.33416 -1.20038 -0.050
C -0.23427 1.33947 -0.77851 -0.370
N -0.13793 1.47238 0.70076 0.050
C 1.12526 0.77638 -1.10880 -0.250
O 1.47400 -0.29103 -1.53040 0.049
H -1.90084 0.73852 -2.04273 0.074
H -2.06195 0.10919 -0.41567 0.079
H -1.00340 -0.65303 -1.52571 0.068
H -0.48031 2.31677 -1.18365 0.134
H -0.82627 0.82387 1.07049 0.030
H -0.35206 2.41463 0.97326 0.068
H 1.86890 1.57767 -0.90266 0.123
O -1.11829 -0.80428 2.34650 -0.081
H -0.49974 -1.33875 1.80725 -0.010
H -0.74894 -0.72025 3.21721 0.030
O 0.52590 -2.16015 0.70023 -0.019
H 1.25443 -2.74350 0.88531 0.062
H 0.68853 -1.75090 -0.13983 0.011
```

What should be chosen as the least stable of them? Choose <1>.

<1>
The following is a DFT calculation (ωB97M-V/def2-TZVPD) of 3 unconnected molecules or ions with the total composition C3H11NO3.

HOMO energy = -9.0856 eV
Multiplicity = 1
Kohn-Sham gap = 0.3645 Eh

Geometry as XYZ:
```
18
Properties=species:S:1:pos:R:3:lowdin_charge:R:1
C -1.43122 -1.10278 1.61804 -0.049
C -0.23967 -1.51449 0.74568 -0.423
N -0.61270 -1.48812 -0.65530 0.047
C 0.91533 -0.54963 0.99256 -0.198
O 0.82927 0.59789 0.65200 0.040
H -2.01456 -1.96882 1.92328 0.073
H -2.14081 -0.58200 0.96046 0.084
H -1.17952 -0.49406 2.48717 0.078
H 0.08689 -2.54380 0.93971 0.131
H -0.84756 -0.54921 -0.96478 0.053
H 0.04692 -1.94264 -1.26553 0.074
H 1.84491 -0.94359 1.45823 0.128
O -0.30659 1.32626 -2.33248 -0.067
H 0.45738 1.88597 -2.12929 0.005
H -0.77645 1.78253 -3.04706 0.044
O 1.88956 2.76663 -0.83198 -0.064
H 1.71940 3.41365 -0.14265 0.045
H 1.75939 1.90619 -0.40806 -0.003
```

<2>
The following is a DFT calculation (ωB97M-V/def2-TZVPD) of 2 unconnected molecules or ions with the total composition C3H11NO3.

HOMO energy = -9.7579 eV
Multiplicity = 1
Kohn-Sham gap = 0.3836 Eh

Geometry as XYZ:
```
18
Properties=species:S:1:pos:R:3:lowdin_charge:R:1
N -0.02887 0.65474 0.87148 0.028
C 0.47206 0.11354 -0.44893 -0.340
C 1.84733 -0.48329 -0.21260 -0.221
O 2.65380 0.36725 0.59352 -0.068
C -0.59373 -0.82076 -1.02520 -0.247
O -1.64951 -0.05598 -1.58125 -0.071
H 0.83648 0.81101 1.37622 0.062
H -0.36063 1.60007 0.67434 0.091
H 0.44905 0.97785 -1.15273 0.152
H 2.15649 -0.74981 -1.24081 0.132
H 1.82683 -1.39644 0.39607 0.130
H 3.47395 0.63679 0.17994 0.091
H -0.95350 -1.45306 -0.19367 0.125
H -0.18930 -1.50528 -1.77333 0.119
H -2.20007 0.25632 -0.83342 0.055
O -2.72429 0.33126 1.06581 -0.091
H -3.21519 0.30459 1.89644 0.045
H -1.80090 0.41121 1.40812 0.008
```

<3>
The following is a DFT calculation (ωB97M-V/def2-TZVPD) of 3 unconnected molecules or ions with the total composition C3H11NO3.

HOMO energy = -10.2030 eV
Multiplicity = 1
Kohn-Sham gap = 0.3972 Eh

Geometry as XYZ:
```
18
Properties=species:S:1:pos:R:3:lowdin_charge:R:1
C 1.62121 -0.30983 2.27874 -0.095
C 1.41273 -0.08561 0.77166 -0.160
C 0.15070 -0.65746 0.19660 -0.556
N -0.26917 -1.87255 0.63103 0.168
O -0.52106 -0.03067 -0.60803 0.031
H 2.66412 -0.09520 2.49978 0.070
H 1.00626 0.32768 2.90315 0.077
H 1.51772 -1.35170 2.57745 0.059
H 2.29793 -0.40985 0.23076 0.118
H 1.28698 0.98775 0.61396 0.115
H 0.30024 -2.48639 1.18662 0.095
H -1.13943 -2.24695 0.28565 0.112
O -1.66192 4.43834 -1.65858 -0.069
H -1.47770 3.49752 -1.54612 0.029
H -1.03058 4.88173 -1.06676 0.038
O -2.34272 -1.80179 -3.11286 -0.071
H -1.89036 -1.37592 -3.85153 0.035
H -1.92494 -1.40911 -2.33151 0.005
```

<4>
The following is a DFT calculation (ωB97M-V/def2-TZVPD) of 3 unconnected molecules or ions with the total composition C3H11NO3.

HOMO energy = -9.8800 eV
Multiplicity = 1
Kohn-Sham gap = 0.3852 Eh

Geometry as XYZ:
```
18
Properties=species:S:1:pos:R:3:lowdin_charge:R:1
C 1.71049 -0.33136 2.31948 -0.092
C 1.14517 -0.07413 0.94160 -0.199
C 0.10988 -0.84316 0.28023 -0.549
N -0.01633 -2.19586 0.43882 0.165
O -0.53997 -0.37776 -0.66325 0.015
H 2.60178 0.31206 2.38295 0.082
H 1.03748 0.05316 3.08767 0.074
H 1.87419 -1.35743 2.61052 0.063
H 1.93002 -0.04018 0.16218 0.138
H 0.91436 1.00043 0.83784 0.127
H 0.13590 -2.72037 1.27960 0.095
H -0.52040 -2.65082 -0.30034 0.104
O -1.52604 4.81638 -1.32426 -0.059
H -1.47071 4.00158 -0.81701 0.029
H -0.61629 5.12099 -1.38271 0.029
O -2.32774 -1.95629 -3.20453 -0.071
H -2.88859 -1.33393 -3.67420 0.029
H -1.55320 -1.42330 -2.97458 0.019
```

What should be chosen as the least stable of them? Choose <2>.

<1>
The following is a DFT calculation (ωB97M-V/def2-TZVPD) of 3 unconnected molecules or ions with the total composition C3H11NO3.

HOMO energy = -9.3032 eV
Multiplicity = 1
Kohn-Sham gap = 0.3721 Eh

Geometry as XYZ:
```
18
Properties=species:S:1:pos:R:3:lowdin_charge:R:1
C -2.06261 -0.37162 0.80321 -0.095
N -0.80685 -0.55612 0.08508 -0.009
C -0.33403 0.45234 -0.76663 -0.495
C -1.11291 0.73800 -2.01054 -0.001
O 0.56065 1.19127 -0.37332 0.046
H -1.90577 -0.68199 1.84644 0.089
H -2.65146 0.54892 0.87058 0.085
H -2.77051 -1.07224 0.34918 0.071
H -0.00292 -0.85646 0.61959 0.071
H -1.26418 1.81769 -2.10122 0.089
H -2.06797 0.24934 -2.05369 0.071
H -0.49219 0.44870 -2.86964 0.095
O 1.71278 -1.79272 1.18559 -0.083
H 2.60509 -2.15398 1.32078 0.052
H 1.95073 -0.84641 1.23352 -0.001
O 3.11742 0.72128 0.90003 -0.068
H 2.32055 1.27759 1.00222 0.038
H 3.20419 0.88641 -0.04118 0.043
```

<2>
The following is a DFT calculation (ωB97M-V/def2-TZVPD) of 2 unconnected molecules or ions with the total composition C3H11NO3.

HOMO energy = -9.4769 eV
Multiplicity = 1
Kohn-Sham gap = 0.3690 Eh

Geometry as XYZ:
```
18
Properties=species:S:1:pos:R:3:lowdin_charge:R:1
O -0.12307 -0.28171 -1.96771 -0.121
C -0.11591 -1.16228 -0.79851 -0.207
C 1.27146 -1.02288 -0.02430 -0.204
N 0.91438 -0.38907 1.26489 -0.082
C 1.17972 1.05809 1.23394 -0.352
O 1.57505 1.71681 2.37211 -0.026
H -0.62723 0.56350 -1.76959 0.098
H -0.44237 -2.23357 -1.08551 0.130
H -0.84389 -0.88290 -0.02128 0.094
H 2.20189 -0.58552 -0.35689 0.095
H 1.77271 -2.06235 0.08571 0.129
H 1.67058 -0.72837 1.84500 0.095
H 0.29101 1.48783 0.80861 0.113
H 2.03426 1.20443 0.57138 0.117
H 0.84131 1.61609 3.02261 0.113
O -3.65048 0.40029 -1.90689 -0.024
H -4.33711 0.76912 -2.34385 -0.034
H -3.61230 0.53248 -0.92972 0.066
```

What should be chosen as the least stable of them? Choose <2>.

<1>
The following is a DFT calculation (ωB97M-V/def2-TZVPD) of 3 unconnected molecules or ions with the total composition C3H11NO3.

HOMO energy = -9.2893 eV
Multiplicity = 1
Kohn-Sham gap = 0.3593 Eh

Geometry as XYZ:
```
18
Properties=species:S:1:pos:R:3:lowdin_charge:R:1
N -0.43020 -3.08220 -0.09034 -0.016
C -1.03660 -1.94025 0.51187 -0.295
C -0.38245 -0.42797 0.43993 -0.117
C -1.27937 0.50153 1.22638 -0.226
O -0.83377 1.54460 1.74804 0.004
H 0.55961 -3.00651 -0.34712 0.085
H -1.17948 -3.42044 -0.68498 0.072
H -2.02940 -1.80676 0.07796 0.099
H -1.27565 -2.06337 1.60794 0.106
H -0.32387 -0.09668 -0.49030 0.040
H 0.69264 -0.41934 0.86296 0.146
H -2.17893 0.06239 1.64356 0.112
O 2.59109 2.45983 -0.19952 -0.027
H 1.81200 2.31981 0.34278 0.033
H 3.35169 2.42839 0.33535 0.017
O 0.59672 2.09462 -2.59170 -0.042
H 1.25272 1.97076 -1.91025 -0.010
H 0.09325 2.88157 -2.48257 0.018
```

<2>
The following is a DFT calculation (ωB97M-V/def2-TZVPD) of 3 unconnected molecules or ions with the total composition C3H11NO3.

HOMO energy = -9.9291 eV
Multiplicity = 1
Kohn-Sham gap = 0.3867 Eh

Geometry as XYZ:
```
18
Properties=species:S:1:pos:R:3:lowdin_charge:R:1
C 0.98003 -2.46413 -0.09714 -0.059
C 0.22053 -1.13230 -0.14474 -0.447
N -1.08288 -1.14723 0.52168 0.041
C 0.97521 0.04384 0.45188 -0.246
O 1.60388 0.02143 1.46835 0.086
H 0.51461 -3.34253 -0.56251 0.081
H 1.10150 -2.67288 0.98253 0.082
H 1.99182 -2.24518 -0.47333 0.086
H 0.14226 -0.85337 -1.20501 0.130
H -1.65564 -1.90254 0.14084 0.082
H -0.85158 -1.54181 1.43669 0.083
H 1.02141 0.91517 -0.24662 0.121
O 0.82741 3.95228 0.26922 -0.066
H 0.73577 3.61768 -0.63376 0.028
H -0.01421 3.73867 0.68316 0.026
O -1.90661 1.90055 -1.05522 -0.071
H -2.86217 1.92075 -1.12891 0.031
H -1.74132 1.19158 -0.40712 0.010
```

<3>
The following is a DFT calculation (ωB97M-V/def2-TZVPD) of 2 unconnected molecules or ions with the total composition C3H11NO3.

HOMO energy = -8.8186 eV
Multiplicity = 1
Kohn-Sham gap = 0.3522 Eh

Geometry as XYZ:
```
18
Properties=species:S:1:pos:R:3:lowdin_charge:R:1
O -1.00400 1.47033 -1.03657 -0.033
C -0.31483 1.68725 0.14003 -0.330
C -0.52732 0.53414 1.02913 -0.267
N -0.22598 -0.75309 0.53317 -0.076
C -1.06836 -1.80994 1.02863 -0.219
O -2.60422 -1.66098 0.93895 -0.094
H -1.09536 2.30186 -1.49825 0.088
H -0.42031 2.58646 0.67896 0.098
H 0.80211 1.78110 -0.06621 0.131
H -1.70057 0.48711 1.03895 0.151
H -0.12338 0.72635 2.08503 0.143
H 0.72700 -1.07961 0.72792 0.130
H -0.84255 -1.96435 2.08594 0.107
H -0.94698 -2.80005 0.49665 0.128
H -2.75833 -1.56833 0.01499 0.045
O 3.80619 -0.08855 -2.35687 -0.109
H 3.58246 -0.13643 -3.33576 0.061
H 4.71444 0.28673 -2.50469 0.047
```

What should be chosen as the least stable of them? Choose <3>.

<1>
The following is a DFT calculation (ωB97M-V/def2-TZVPD) of a gas-phase ion, C2H9N2 (charge +1).

HOMO energy = -13.4911 eV
Charge = +1
Multiplicity = 1
Kohn-Sham gap = 0.3490 Eh

Geometry as XYZ:
```
13
Properties=species:S:1:pos:R:3:lowdin_charge:R:1
N 1.13945 -1.40435 -0.82045 0.003
C 0.79400 -0.43921 0.22759 -0.252
C -0.42868 0.31336 -0.30685 -0.178
N -1.26369 0.95989 0.71662 0.186
H 1.33869 -0.86810 -1.65237 0.079
H 1.89796 -2.03735 -0.62783 0.085
H 1.54855 0.36681 0.21453 0.120
H 0.65097 -0.94234 1.17200 0.121
H -0.98297 -0.38853 -0.96196 0.147
H -0.12401 1.13643 -0.97476 0.142
H -1.55671 0.22273 1.37239 0.181
H -0.88288 1.71803 1.29300 0.186
H -2.13067 1.36262 0.34809 0.181
```

<2>
The following is a DFT calculation (ωB97M-V/def2-TZVPD) of 2 unconnected molecules or ions with the total composition C2H9N2.

HOMO energy = -13.1750 eV
Charge = +1
Multiplicity = 1
Kohn-Sham gap = 0.3204 Eh

Geometry as XYZ:
```
13
Properties=species:S:1:pos:R:3:lowdin_charge:R:1
C -0.61981 0.24571 0.42526 -0.189
C -2.11476 1.89133 -0.14142 -0.047
N -1.48760 1.34253 0.80173 -0.071
H 0.21311 0.14680 1.14273 0.061
H -0.16986 0.38935 -0.56494 0.068
H -1.22603 -0.65488 0.55202 0.094
H -2.83262 2.67372 0.07457 0.079
H -1.96582 1.63077 -1.19473 0.080
N 2.03230 -1.53385 -0.22842 0.333
H 2.86287 -0.94854 -0.32949 0.166
H 1.34175 -1.07960 0.39012 0.098
H 1.60082 -1.70820 -1.13679 0.163
H 2.36567 -2.39512 0.20936 0.165
```

What should be chosen as the least stable of them? Choose <2>.